# 1
Density functional theory data (ωB97M-V with the def2-TZVPD basis set) for a molecular structure, C11H15ClNO3PrRuS at a distorted geometry.

Geometry (Å):
1 Pr -0.15008 -0.41522 -0.55118
2 Cl 0.24173 1.67633 -2.28216
3 C -2.55210 -0.61592 -0.34060
4 H -2.83926 -1.17913 0.55603
5 H -3.02271 -1.06535 -1.22213
6 H -2.88659 0.42212 -0.23578
7 Ru 0.15312 -0.38077 -3.98250
8 C 2.00110 0.27021 -4.43362
9 C -0.98984 -0.30270 -5.66088
10 C 0.55352 -2.15210 -4.42084
11 H -1.45223 -1.28337 -5.86160
12 H -1.75848 0.48130 -5.53616
13 H -0.31548 -0.02035 -6.48930
14 H 2.73698 -0.48684 -4.11258
15 H 2.02687 0.38270 -5.53363
16 H 2.18262 1.24647 -3.94648
17 H -0.17057 -2.91623 -4.76204
18 H 1.54327 -2.60670 -4.20970
19 O 0.54924 -1.54699 1.41305
20 C 0.45632 -0.42997 2.06799
21 N 0.24395 0.70034 1.36102
22 S 0.04472 2.13507 2.22654
23 O 1.14983 2.99785 1.89275
24 O -1.32152 2.56299 2.02392
25 C 0.25895 1.20078 3.72559
26 C 0.13571 1.69874 5.02059
27 C 0.24786 0.80277 6.09179
28 C 0.45755 -0.56328 5.84887
29 C 0.58100 -1.04661 4.55031
30 C 0.46894 -0.14269 3.49253
31 H -0.04199 2.75233 5.17610
32 H 0.17272 1.16186 7.11508
33 H 0.52741 -1.24402 6.69183
34 H 0.76745 -2.09361 4.32721

Computed properties:
2S+1: 8
LUMO (alpha / beta) in eV: 2.33 / 1.13
Net charge: -1
Expectation value of S²: 15.7837
Orbital gap (alpha / beta) in eV: 4.33 / 6.77
HOMO (alpha / beta) in eV: -1.997 / -5.642

# 2
Density functional theory data (ωB97M-V with the def2-TZVPD basis set) for 2 unconnected molecules or ions with the total composition C11H15N at a distorted geometry.

Geometry (Å):
1 C 0.62075 1.81515 -2.90677
2 C 0.17734 0.95867 -4.12763
3 H 1.55700 1.36252 -2.57040
4 H 0.76839 2.83763 -3.24658
5 H -0.07733 1.68557 -2.08089
6 H -0.77200 1.33076 -4.50677
7 H 0.21781 -0.09300 -3.88960
8 H 0.91831 1.17814 -4.90688
9 C 2.69256 -0.97570 1.39982
10 C 0.21423 -0.22105 1.14707
11 C 1.43289 -0.78412 0.69380
12 C -0.75834 -0.35392 0.14497
13 C 1.20049 -1.19177 -0.63588
14 C -1.53791 0.64900 2.64746
15 C -2.45213 0.50075 1.60243
16 C -0.18287 0.30747 2.42796
17 C -2.13373 -0.09379 0.39897
18 N -0.19892 -1.09350 -0.86868
19 H -1.81862 1.21493 3.52323
20 H -3.45735 0.77832 1.93143
21 H 0.60388 0.50139 3.13951
22 H -2.79931 -0.39090 -0.40765
23 H 3.54422 -1.19489 0.74310
24 H 2.76755 -1.89578 1.99233
25 H 1.69525 -1.78578 -1.39188
26 H -0.64424 -1.40366 -1.72238
27 H 3.06146 -0.21577 2.09987

Computed properties:
2S+1: 2
LUMO (alpha / beta) in eV: 3.63 / 3.53
ΔE to the lowest compared entry with this formula, charge and spin in kJ/mol: 66.02
Net charge: -1
Expectation value of S²: 0.7727
Orbital gap (alpha / beta) in eV: 2.93 / 6.37
HOMO (alpha / beta) in eV: 0.698 / -2.843

# 3
Density functional theory data (ωB97M-V with the def2-TZVPD basis set) for 2 unconnected molecules or ions with the total composition C11H15N at a distorted geometry.

Geometry (Å):
1 C -0.83182 -3.90978 0.95362
2 C -1.79671 -3.35231 -0.07556
3 H -0.85394 -3.46227 1.94567
4 H -0.79743 -5.00516 0.97987
5 H 0.17000 -3.62562 0.59142
6 H -2.83876 -3.47762 0.18514
7 H -1.70295 -2.27937 -0.26173
8 H -1.67290 -3.89700 -1.01288
9 C 3.14954 2.42912 -0.18096
10 C 0.75296 1.40121 -0.37255
11 C 1.74047 2.22148 0.27613
12 C -0.43517 1.53175 0.39319
13 C 1.11192 2.96363 1.26051
14 C -0.64962 0.17788 -1.93117
15 C -1.71284 0.32966 -1.08514
16 C 0.66618 0.54431 -1.51916
17 C -1.63535 0.82165 0.25658
18 N -0.14490 2.43060 1.43753
19 H -0.83627 -0.21628 -2.92434
20 H -2.65763 -0.15953 -1.33901
21 H 1.59413 0.45978 -2.07618
22 H -2.22241 0.71534 1.15704
23 H 3.61654 3.19632 0.43612
24 H 3.33744 2.47748 -1.25861
25 H 1.69344 3.57966 1.93847
26 H -0.76286 2.61260 2.20889
27 H 3.71893 1.49247 0.01711

Computed properties:
2S+1: 2
LUMO (alpha / beta) in eV: 3.80 / 3.70
ΔE to the lowest compared entry with this formula, charge and spin in kJ/mol: 85.76
Net charge: -1
Expectation value of S²: 0.7674
Orbital gap (alpha / beta) in eV: 3.38 / 6.45
HOMO (alpha / beta) in eV: 0.421 / -2.751

# 4
Density functional theory data (ωB97M-V with the def2-TZVPD basis set) for 2 unconnected molecules or ions with the total composition C11H15N at a distorted geometry.

Geometry (Å):
1 C -2.41540 -0.64527 -0.46407
2 C -1.44469 0.30594 0.11290
3 C -1.37902 1.61186 -0.32416
4 N -0.38713 2.30081 0.38212
5 C 0.12860 1.43689 1.32663
6 C 1.10802 1.59245 2.29170
7 C 1.49781 0.46772 3.03911
8 C 0.98987 -0.77076 2.75085
9 C -0.09109 -0.94602 1.88093
10 C -0.41234 0.15725 1.09601
11 H -2.85117 -1.30040 0.29122
12 H -1.90580 -1.28418 -1.18808
13 H -3.30879 -0.19511 -0.89264
14 H -1.69727 1.87978 -1.31723
15 H -0.41516 3.27794 0.59615
16 H 1.57923 2.55889 2.43154
17 H 2.32114 0.61425 3.72674
18 H 1.29406 -1.63503 3.33501
19 H -0.56912 -1.91417 1.90858
20 C 1.51483 -0.39183 -2.70386
21 C 0.48634 -1.51324 -2.56646
22 H 1.81693 -0.30510 -3.74865
23 H 1.12175 0.53483 -2.30092
24 H 2.46256 -0.49786 -2.16413
25 H 0.68676 -2.44351 -3.09283
26 H -0.47998 -1.13247 -2.89700
27 H 0.34909 -1.76366 -1.50946

Computed properties:
2S+1: 1
LUMO in eV: 0.97
ΔE to the lowest compared entry with this formula, charge and spin in kJ/mol: 73.84
Net charge: 0
SMILES string: Cc1c[nH]c2ccccc12.CC
Orbital gap in eV: 8.78
HOMO in eV: -7.809

# 5
Density functional theory data (ωB97M-V with the def2-TZVPD basis set) for 2 unconnected molecules or ions with the total composition C11H15N at a distorted geometry.

Geometry (Å):
1 C 1.18666 -3.79025 -0.00209
2 C -0.00492 -2.96674 0.27811
3 C -1.31716 -3.19797 0.11657
4 N -2.07697 -2.03671 0.38998
5 C -1.17072 -1.04357 0.76390
6 C -1.45365 0.30632 1.11775
7 C -0.36388 1.07103 1.37772
8 C 0.98510 0.52021 1.33245
9 C 1.23943 -0.78349 1.00610
10 C 0.10023 -1.57618 0.72698
11 H 2.06251 -3.34099 0.42444
12 H 1.48065 -3.99050 -1.02620
13 H 1.10796 -4.79126 0.45145
14 H -1.92052 -4.05557 -0.13541
15 H -2.89037 -2.21789 0.96300
16 H -2.38089 0.84348 1.33993
17 H -0.45457 2.04920 1.81857
18 H 1.73731 1.16935 1.74008
19 H 2.28364 -1.05347 0.88711
20 C 1.03191 3.72070 -1.80917
21 C -0.50819 3.54535 -1.62626
22 H 1.31648 2.81267 -1.26665
23 H 1.46345 3.67684 -2.80362
24 H 1.31412 4.61649 -1.24204
25 H -1.13984 3.94775 -2.42881
26 H -0.87863 4.08558 -0.73938
27 H -0.74913 2.47959 -1.65451

Computed properties:
2S+1: 1
LUMO in eV: 0.99
ΔE to the lowest compared entry with this formula, charge and spin in kJ/mol: 109.87
Net charge: 0
SMILES string: Cc1c[nH]c2ccccc12.CC
Orbital gap in eV: 9.16
HOMO in eV: -8.164

# 6
Density functional theory data (ωB97M-V with the def2-TZVPD basis set) for 2 unconnected molecules or ions with the total composition C11H15N at a distorted geometry.

Geometry (Å):
1 C -2.84863 -1.43986 -0.90330
2 C -2.01489 -0.78127 0.12962
3 C -1.71613 -1.29971 1.36777
4 N -0.86107 -0.33413 2.08382
5 C -0.63733 0.73318 1.16655
6 C 0.25492 1.81468 1.23472
7 C 0.28905 2.76711 0.19748
8 C -0.55248 2.52566 -0.97305
9 C -1.45249 1.46307 -1.03894
10 C -1.32085 0.46885 -0.03587
11 H -2.60444 -1.24758 -1.89142
12 H -3.93134 -1.08631 -1.04211
13 H -2.88122 -2.57927 -0.89605
14 H -2.28569 -2.05797 1.96034
15 H -0.09297 -0.34623 2.83901
16 H 0.99090 1.80876 2.12798
17 H 0.95059 3.57072 0.06712
18 H -0.52088 3.26838 -1.80273
19 H -2.17864 1.38602 -1.82774
20 C 2.60392 -1.66712 -0.13121
21 C 3.10320 -0.29637 -0.48646
22 H 3.17048 -2.28842 -0.95164
23 H 3.01379 -2.17790 0.79181
24 H 1.64954 -2.17841 -0.15766
25 H 4.14151 -0.41428 -0.85381
26 H 3.33948 0.33792 0.29626
27 H 2.39169 0.05049 -1.27049

Computed properties:
2S+1: 1
LUMO in eV: 0.92
ΔE to the lowest compared entry with this formula, charge and spin in kJ/mol: 246.27
Net charge: 0
SMILES string: Cc1c[nH]c2ccccc12.CC
Orbital gap in eV: 8.92
HOMO in eV: -8.004

# 7
Density functional theory data (ωB97M-V with the def2-TZVPD basis set) for 2 unconnected molecules or ions with the total composition C11H15N at a distorted geometry.

Geometry (Å):
1 C 0.08731 -2.72023 -1.40618
2 C 0.55155 -1.37316 -1.77813
3 C 1.38271 -1.23665 -2.91666
4 N 1.73328 0.13575 -3.03265
5 C 1.22413 0.86761 -2.07457
6 C 1.18292 2.27425 -1.76752
7 C 0.58284 2.64718 -0.59931
8 C -0.11119 1.80689 0.27975
9 C -0.29056 0.48547 -0.11264
10 C 0.36947 -0.06036 -1.23801
11 H -0.67063 -2.83247 -0.76791
12 H 0.85896 -3.16972 -0.89421
13 H -0.00779 -3.27935 -2.36104
14 H 1.71245 -1.90720 -3.65651
15 H 1.99809 0.42550 -3.94709
16 H 1.85777 2.89917 -2.40054
17 H 0.56679 3.72908 -0.28749
18 H -0.56777 2.17002 1.25921
19 H -0.88801 -0.18332 0.59843
20 C -1.11633 0.49843 3.75098
21 C -1.84345 -0.64039 3.05076
22 H -1.64640 1.42424 4.00698
23 H -0.78851 -0.04360 4.61927
24 H -0.25216 0.73753 3.16152
25 H -2.36501 -1.12244 3.74927
26 H -1.15028 -1.31958 2.54026
27 H -2.41018 -0.21265 2.22404

Computed properties:
2S+1: 1
LUMO in eV: 0.94
ΔE to the lowest compared entry with this formula, charge and spin in kJ/mol: 189.26
Net charge: 0
SMILES string: Cc1c[nH]c2ccccc12.CC
Orbital gap in eV: 8.75
HOMO in eV: -7.802

# 8
Density functional theory data (ωB97M-V with the def2-TZVPD basis set) for 2 unconnected molecules or ions with the total composition C11H15N at a distorted geometry.

Geometry (Å):
1 C 1.88025 2.18319 -0.29077
2 C 0.74605 1.48317 0.32226
3 C -0.47669 2.03210 0.66834
4 N -1.34033 1.07362 1.19058
5 C -0.64218 -0.10362 1.27120
6 C -1.00363 -1.28153 1.95765
7 C -0.31629 -2.45202 1.70832
8 C 0.85615 -2.32286 0.92710
9 C 1.33497 -1.09083 0.58418
10 C 0.65007 0.12412 0.77627
11 H 1.80991 1.96745 -1.37293
12 H 2.84106 1.97653 0.18870
13 H 1.80355 3.25977 -0.28285
14 H -0.89978 2.97482 0.35841
15 H -2.15298 1.30406 1.72985
16 H -1.91916 -1.31203 2.54883
17 H -0.58877 -3.45851 2.02009
18 H 1.40371 -3.22848 0.74858
19 H 2.35784 -1.08671 0.17591
20 C -0.72430 -0.51954 -4.06493
21 C -0.76660 0.32449 -2.80572
22 H -0.90780 0.12175 -4.93260
23 H 0.25747 -1.02790 -4.15696
24 H -1.49635 -1.27421 -4.14594
25 H -1.39392 -0.16234 -2.04993
26 H -1.07884 1.33160 -3.04866
27 H 0.20616 0.40821 -2.32429

Computed properties:
2S+1: 1
LUMO in eV: 0.95
ΔE to the lowest compared entry with this formula, charge and spin in kJ/mol: 87.15
Net charge: 0
SMILES string: Cc1c[nH]c2ccccc12.CC
Orbital gap in eV: 8.83
HOMO in eV: -7.874

# 9
Density functional theory data (ωB97M-V with the def2-TZVPD basis set) for 2 unconnected molecules or ions with the total composition C11H15N at a distorted geometry.

Geometry (Å):
1 C 0.28411 -2.69945 -0.69111
2 C -0.38093 -1.48652 -0.18362
3 C -0.44123 -1.11623 1.19183
4 N -1.08222 0.12536 1.07643
5 C -1.52396 0.40823 -0.18792
6 C -2.29738 1.49751 -0.66508
7 C -2.44543 1.62452 -2.10569
8 C -1.97851 0.68427 -2.93030
9 C -1.18885 -0.36669 -2.45825
10 C -0.91616 -0.50982 -1.08940
11 H 0.90264 -3.31455 -0.02426
12 H 0.87971 -2.38534 -1.55138
13 H -0.35310 -3.40765 -1.22335
14 H -0.14585 -1.52557 2.11553
15 H -1.39178 0.79614 1.87408
16 H -2.90068 2.12134 -0.06563
17 H -3.05673 2.48643 -2.36143
18 H -2.12015 0.87083 -3.95729
19 H -1.10314 -1.22390 -3.28069
20 C 3.22890 1.23991 2.25242
21 C 2.01352 0.47261 2.00184
22 H 3.40892 2.12827 1.61251
23 H 3.03288 1.79472 3.15819
24 H 4.28473 0.90565 2.17555
25 H 2.24830 -0.52951 2.09870
26 H 1.86790 0.51088 0.83724
27 H 1.17449 0.89853 2.38105

Computed properties:
2S+1: 1
LUMO in eV: 0.84
ΔE to the lowest compared entry with this formula, charge and spin in kJ/mol: 268.56
Net charge: 0
SMILES string: Cc1c[nH]c2ccccc12.CC
Orbital gap in eV: 8.38
HOMO in eV: -7.543

# 10
Density functional theory data (ωB97M-V with the def2-TZVPD basis set) for 2 unconnected molecules or ions with the total composition C11H15N at a distorted geometry.

Geometry (Å):
1 C -1.10542 2.43197 -0.32276
2 C -0.23444 1.72424 0.68073
3 C 0.31219 2.30882 1.78084
4 N 1.36419 1.53681 2.25227
5 C 1.45962 0.39714 1.49363
6 C 2.41419 -0.62726 1.57098
7 C 2.22277 -1.66377 0.67638
8 C 1.12872 -1.66156 -0.20109
9 C 0.21114 -0.62535 -0.32016
10 C 0.51812 0.49499 0.46694
11 H -0.93106 3.49920 -0.41420
12 H -2.12380 2.11961 -0.06042
13 H -0.99732 2.04785 -1.33572
14 H 0.10868 3.16394 2.36100
15 H 1.81490 1.59612 3.14732
16 H 3.04144 -0.54478 2.45257
17 H 2.89055 -2.51329 0.74811
18 H 1.27377 -2.28602 -1.08276
19 H -0.51950 -0.69376 -1.10953
20 C -3.10692 -2.55908 -3.38821
21 C -3.07793 -1.18687 -2.74620
22 H -3.66788 -2.45436 -4.31953
23 H -2.13113 -2.95108 -3.66653
24 H -3.62561 -3.30775 -2.78967
25 H -4.09735 -0.83870 -2.59324
26 H -2.52542 -0.45408 -3.33738
27 H -2.60213 -1.09693 -1.77079

Computed properties:
2S+1: 1
LUMO in eV: 0.96
ΔE to the lowest compared entry with this formula, charge and spin in kJ/mol: 105.08
Net charge: 0
SMILES string: Cc1c[nH]c2ccccc12.CC
Orbital gap in eV: 8.79
HOMO in eV: -7.828

# 11
Density functional theory data (ωB97M-V with the def2-TZVPD basis set) for 2 unconnected molecules or ions with the total composition C11H15N at a distorted geometry.

Geometry (Å):
1 C 2.18698 2.02348 0.23800
2 C 0.71494 2.31462 0.27313
3 C 0.09199 3.49809 -0.04734
4 N -1.26023 3.31626 0.18873
5 C -1.50072 2.03887 0.58283
6 C -2.70364 1.32116 0.82592
7 C -2.62454 0.09208 1.43835
8 C -1.35103 -0.47229 1.67531
9 C -0.16661 0.04980 1.21971
10 C -0.29709 1.31037 0.61911
11 H 2.71522 2.85703 0.77789
12 H 2.48899 2.26738 -0.83555
13 H 2.51151 1.09002 0.63877
14 H 0.40487 4.43077 -0.43053
15 H -2.09577 3.77341 -0.13736
16 H -3.58720 1.69691 0.34340
17 H -3.49270 -0.54471 1.63250
18 H -1.26113 -1.47781 2.18565
19 H 0.69492 -0.61214 1.16632
20 C 1.55616 -3.39859 -1.09337
21 C 0.47233 -3.89439 -2.01625
22 H 1.79129 -2.31245 -1.18254
23 H 1.34472 -3.45299 0.00014
24 H 2.54964 -3.84645 -1.21615
25 H 0.49972 -4.96426 -1.90347
26 H 0.78797 -3.71096 -3.08706
27 H -0.47059 -3.39320 -1.85611

Computed properties:
2S+1: 1
LUMO in eV: 0.94
ΔE to the lowest compared entry with this formula, charge and spin in kJ/mol: 128.30
Net charge: 0
SMILES string: Cc1c[nH]c2ccccc12.CC
Orbital gap in eV: 8.75
HOMO in eV: -7.814

# 12
Density functional theory data (ωB97M-V with the def2-TZVPD basis set) for 2 unconnected molecules or ions with the total composition C11H15N at a distorted geometry.

Geometry (Å):
1 C -1.79696 -1.66557 1.18580
2 C -0.34005 0.40133 0.73156
3 C -0.77785 -0.65604 1.56576
4 C 0.71909 1.06036 1.43318
5 C 0.11456 -0.70647 2.67180
6 C -0.80064 0.90470 -0.49709
7 C -0.43043 2.16645 -0.91776
8 C 0.52457 2.88755 -0.15434
9 C 1.06848 2.29751 1.00009
10 N 0.96266 0.30852 2.59056
11 H -1.46971 0.29191 -1.08966
12 H -0.92345 2.56342 -1.79251
13 H 0.75478 3.88591 -0.49116
14 H -2.66607 -1.11594 0.81428
15 H -2.16144 -2.21802 2.05062
16 H 0.15583 -1.43954 3.46103
17 H 1.84140 0.44404 3.06548
18 H 1.77392 2.97056 1.47930
19 H -1.43370 -2.35258 0.42239
20 C -0.01986 -2.50322 -4.45666
21 C 0.83127 -2.50827 -3.19257
22 H -0.85483 -3.19038 -4.36416
23 H -0.60025 -1.58056 -4.59655
24 H 0.61452 -2.62368 -5.32584
25 H 0.31540 -2.14880 -2.30128
26 H 1.73051 -1.90135 -3.29340
27 H 1.30198 -3.47114 -2.97523

Computed properties:
2S+1: 2
LUMO (alpha / beta) in eV: -3.78 / -6.98
ΔE to the lowest compared entry with this formula, charge and spin in kJ/mol: 49.75
Net charge: +1
Expectation value of S²: 0.7762
Orbital gap (alpha / beta) in eV: 9.24 / 6.63
HOMO (alpha / beta) in eV: -13.020 / -13.608